The following is a DFT calculation (ωB97M-V/def2-TZVPD) of a cluster of 5 separate species, C5H20O5 in total.

Bonds (Å) are listed after each position.
Atoms and positions in Å:
1 C 22.57 -8.80 -0.32  O2 1.441, H3 1.090, H4 1.090, H5 1.090
2 O 21.92 -8.11 0.77  C1 1.441, H6 0.960
3 H 23.56 -8.37 -0.52  C1 1.090
4 H 22.74 -9.86 -0.17  C1 1.090
5 H 22.16 -8.57 -1.30  C1 1.090
6 H 22.53 -8.07 1.51  O2 0.960
7 C 18.94 -4.73 -2.23  O8 1.443, H9 1.090, H10 1.090, H11 1.090
8 O 19.45 -4.47 -3.55  C7 1.443, H12 0.960
9 H 19.45 -5.58 -1.79  C7 1.090
10 H 19.09 -3.81 -1.65  C7 1.090
11 H 17.89 -4.96 -2.41  C7 1.090
12 H 20.40 -4.56 -3.50  O8 0.960
13 C 14.12 -5.54 1.04  O14 1.420, H15 1.090, H16 1.090, H17 1.090
14 O 14.57 -6.79 1.53  C13 1.420, H18 0.960
15 H 14.73 -4.68 1.33  C13 1.090
16 H 14.00 -5.61 -0.04  C13 1.090
17 H 13.13 -5.34 1.45  C13 1.090
18 H 15.49 -6.94 1.28  O14 0.960
19 C 17.95 -9.03 -0.54  O20 1.382, H21 1.090, H22 1.090, H23 1.090
20 O 17.99 -8.05 0.43  C19 1.382, H24 0.960
21 H 17.00 -9.30 -1.01  C19 1.090
22 H 18.55 -8.72 -1.39  C19 1.090
23 H 18.31 -10.00 -0.20  C19 1.090
24 H 18.91 -7.91 0.69  O20 0.960
25 C 18.15 -12.75 -3.39  O26 1.442, H27 1.090, H28 1.090, H29 1.090
26 O 16.84 -12.47 -2.85  C25 1.442, H30 0.960
27 H 18.75 -13.04 -2.52  C25 1.090
28 H 18.04 -13.53 -4.14  C25 1.090
29 H 18.57 -11.85 -3.83  C25 1.090
30 H 16.26 -12.05 -3.48  O26 0.960

- Orbital gap: 10.48 eV
- E: -578.57515 Ha
- Relative energy (zero: lowest compared OMol25 entry of this formula, charge and spin): 240.5 kJ/mol
- LUMO: 0.0161 Ha
- SMILES: CO.CO.CO.CO.CO

The following is a DFT calculation (ωB97M-V/def2-TZVPD) of a cluster of 6 separate species, C5H20O6S in total.

Bonds (Å) are listed after each position.
Atoms and positions in Å:
1 O 2.67 -1.38 -1.24  C2 1.246
2 C 1.96 -2.41 -1.18  O1 1.246, C3 1.497, H8 1.074
3 C 0.84 -2.31 -0.19  C2 1.497, C4 1.666, H9 1.121, H10 1.165
4 C 1.33 -1.92 1.35  C3 1.666, C5 1.534, H11 1.098, H12 1.211
5 C 0.26 -1.36 2.30  C4 1.534, S6 1.803, H13 1.013, H14 1.136
6 S 0.03 0.42 2.16  C5 1.803, C7 1.816
7 C 1.01 1.16 0.82  S6 1.816, H15 1.100, H16 1.119, H17 1.114
8 H 2.25 -3.25 -1.79  C2 1.074
9 H 0.34 -3.31 -0.12  C3 1.121
10 H -0.06 -1.68 -0.57  C3 1.165
11 H 1.83 -2.78 1.81  C4 1.098
12 H 2.25 -1.19 1.05  C4 1.211
13 H -0.67 -1.67 2.06  C5 1.013
14 H 0.48 -1.67 3.37  C5 1.136
15 H 1.03 0.80 -0.22  C7 1.100
16 H 0.56 2.18 0.74  C7 1.119
17 H 2.11 1.14 1.00  C7 1.114
18 H 1.89 -0.48 -3.47  O20 0.990
19 H 1.01 0.67 -3.33  O20 0.934
20 O 0.93 -0.25 -3.47  H18 0.990, H19 0.934
21 H -1.43 -0.35 -2.05  O23 0.977
22 H -0.37 -1.23 -2.64  O23 0.990
23 O -1.11 -1.27 -1.99  H21 0.977, H22 0.990
24 H -2.30 2.81 -1.62  O26 0.937
25 H -1.37 2.61 -0.42  O26 0.981
26 O -1.82 2.15 -1.17  H24 0.937, H25 0.981
27 H -1.78 3.59 1.33  O29 0.951
28 H -0.33 3.84 1.73  O29 1.022
29 O -0.96 3.83 0.92  H27 0.951, H28 1.022
30 H -3.89 0.82 0.98  O32 0.991
31 H -2.96 1.00 2.12  O32 0.990
32 O -3.73 1.47 1.72  H30 0.991, H31 0.990

- Orbital gap: 8.94 eV
- E: -1052.04930 Ha
- Relative energy (zero: lowest compared OMol25 entry of this formula, charge and spin): 130.1 kJ/mol
- LUMO: 0.0148 Ha
- SMILES: CSCCCC=O.O.O.O.O.O